Below is a molecular structure, C18H27Cl2N3O5PdSi2, with properties calculated with ωB97M-V/def2-TZVPD.

CARTESIAN COORDINATES (ANGSTROEM)
Pd -0.57735 -0.27396 -0.15505
C 2.29549 2.03662 -0.95849
Si 0.89053 1.55689 0.22585
C 1.72033 1.60542 1.94623
C -0.25621 3.08237 0.35315
C 0.19626 4.40039 0.22364
C -0.65221 5.48687 0.39447
C -1.98690 5.26797 0.71311
C -2.44896 3.96613 0.85597
C -1.60695 2.86076 0.67951
Si -2.22566 1.07013 0.91263
C -2.29433 0.84870 2.79447
C -4.04462 1.11613 0.39760
H 3.22808 1.56656 -0.62972
H 2.46002 3.11898 -0.98859
H 2.08213 1.69032 -1.97217
H 2.09697 2.61543 2.15191
H 2.55933 0.90822 2.03379
H 0.99372 1.34572 2.72021
H 1.23702 4.59124 -0.02268
H -0.27636 6.49835 0.27552
H -2.66395 6.10654 0.84339
H -3.49571 3.80928 1.10054
H -2.80380 1.70114 3.26132
H -1.28996 0.76467 3.21486
H -2.83539 -0.06666 3.05488
H -4.61251 1.80194 1.03864
H -4.48896 0.12081 0.48809
H -4.14811 1.43354 -0.64246
N 0.06436 -1.63535 1.73962
C 0.93898 -2.14714 1.16907
N 1.96872 -2.75511 0.60108
C 1.73406 -3.95303 -0.23539
C 1.76459 -3.62983 -1.72277
C 3.03966 -2.88128 -2.09320
C 3.14136 -1.60876 -1.25991
C 3.13909 -1.94729 0.22237
H 0.78196 -4.39590 0.05183
H 2.54030 -4.65478 0.01522
H 0.89161 -3.01749 -1.95064
H 1.66492 -4.56281 -2.28383
H 3.03446 -2.63384 -3.15613
H 3.92195 -3.51364 -1.90675
H 2.28910 -0.96146 -1.48099
H 4.05096 -1.04739 -1.49348
H 3.14536 -1.05419 0.84396
H 4.02384 -2.54638 0.47228
Cl -4.41524 -3.31259 -0.14162
C -2.75716 -3.09079 0.49883
Cl -2.57563 -3.99747 2.03589
C -1.69649 -3.54182 -0.54411
O -1.68699 -4.73165 -0.87313
O -0.95181 -2.60631 -0.92674
H -2.64903 -2.03748 0.73908
O -0.90095 0.72914 -4.29054
N -0.59774 0.31976 -3.16562
O 0.47049 -0.28008 -2.96173
O -1.42665 0.46449 -2.21328

Atoms 1-2, force components in eV/Å:
Pd -0.29 -0.04 -0.53
C 0.09 0.02 -0.14

As for the spin multiplicity: 3. The expectation value of S² is 2.01. Its charge is -2. The total energy comes out at -78091.34778 eV.


Below is a gas-phase ion, C6H11N2S (charge +1), with properties calculated with ωB97M-V/def2-TZVPD.

CARTESIAN COORDINATES (ANGSTROEM)
C 1.27295 0.16718 1.53204
C 1.36887 0.94473 2.65005
C -0.27641 -1.70411 -0.56558
C 0.63158 0.46633 -1.41671
C -1.80545 0.24872 -0.95623
C -0.32975 -0.22003 -0.53213
N -0.70219 1.08189 1.56920
N 0.07658 0.27225 0.93138
S -0.08376 1.72850 2.89189
H 1.99178 -0.52795 1.16956
H 2.29015 1.06718 3.23456
H -0.88933 -2.24645 0.05061
H -0.58017 -1.96917 -1.54623
H 0.72225 -2.12427 -0.53542
H 0.46040 1.49710 -1.45653
H 1.66673 0.13647 -1.37321
H 0.38270 0.17016 -2.42013
H -1.86597 1.22047 -0.41810
H -1.78381 0.23676 -2.02740
H -2.54716 -0.44577 -0.78162

Atoms 1-2, force components in eV/Å:
C 0.60 -0.44 0.20
C 1.56 -0.28 0.37

As for the spin multiplicity: 1. Its charge is +1. The total energy comes out at -20207.50899 eV.


Below is a molecular structure, C9H25NO5Y2, with properties calculated with ωB97M-V/def2-TZVPD.

CARTESIAN COORDINATES (ANGSTROEM)
Y 3.86764 -4.30534 17.42929
Y 3.54419 -1.17432 15.17623
O 2.43959 -3.04947 15.93652
H 1.76413 -3.27591 15.26793
O 4.89839 -2.38449 16.60494
H 5.83061 -2.45584 16.32137
O 6.91140 -1.20919 18.84385
H 7.17844 -1.85445 19.49849
H 6.34539 -1.69556 18.24443
O 5.81130 -1.28635 14.30401
H 6.40751 -2.03490 14.28281
H 6.32694 -0.55892 13.95588
C 8.83492 -3.77345 17.38329
C 9.46684 -3.19104 16.09114
C 10.98620 -3.61466 16.02948
C 11.58661 -3.45324 14.58330
C 10.74815 -4.35940 13.61933
C 9.21694 -3.82840 13.54372
N 8.64702 -3.75564 14.95352
O 7.28876 -3.44229 14.97960
C 9.24537 -2.48451 12.69862
C 8.44940 -4.94782 12.83105
C 9.43930 -1.63094 16.15455
H 9.55246 -3.89455 18.19482
H 8.43794 -4.76684 17.17428
H 8.03448 -3.23928 17.89522
H 11.66250 -3.02552 16.64887
H 11.09026 -4.64545 16.36821
H 12.59291 -3.85317 14.45871
H 11.55851 -2.42938 14.21043
H 10.82032 -5.39896 13.93903
H 11.18601 -4.17958 12.63748
H 9.70691 -1.68843 13.28287
H 9.71751 -2.54819 11.71825
H 8.19947 -2.19287 12.60302
H 8.45149 -5.80835 13.50006
H 7.41624 -4.62957 12.69169
H 8.80900 -5.18979 11.83094
H 8.40913 -1.27958 16.21278
H 9.87526 -1.01833 15.36540
H 9.83004 -1.29691 17.11572
H 6.84682 -4.22112 15.32561

Atoms 1-2, force components in eV/Å:
Y -0.32 1.95 -1.47
Y 1.80 -1.81 1.03

As for the spin multiplicity: 1. Its charge is +4. The total energy comes out at -23504.78187 eV.


Below is a single C15H19NO2S molecule, with properties calculated with ωB97M-V/def2-TZVPD.

CARTESIAN COORDINATES (ANGSTROEM)
C -2.18548 1.86774 3.05382
C -0.77689 1.63741 3.58799
C -0.07307 0.43086 2.96181
O 0.29509 0.66879 1.61379
C -0.49031 0.30489 0.56842
C -1.66280 -0.44309 0.65668
C -2.37535 -0.78619 -0.47457
C -1.94428 -0.38714 -1.73705
C -2.66048 -0.70478 -2.99487
C -3.88076 -1.58788 -2.88583
O -2.28320 -0.27413 -4.06241
C -0.77033 0.36138 -1.82304
C -0.04194 0.71349 -0.70474
C 1.22693 1.48409 -0.85358
S 2.60238 0.42393 -1.45858
C 2.63898 -0.86031 -0.17049
C 3.26904 -0.35052 1.12642
C 3.07584 -1.30504 2.18509
N 2.88457 -2.06101 3.02143
H -2.82412 1.01328 3.26722
H -2.17218 2.03298 1.97859
H -2.62242 2.74403 3.52644
H -0.81441 1.47615 4.66667
H -0.16744 2.52371 3.39978
H 0.87535 0.25518 3.48066
H -0.67825 -0.47315 3.06162
H -2.03418 -0.76841 1.61498
H -3.27656 -1.36636 -0.35568
H -4.27968 -1.76865 -3.88060
H -4.64106 -1.09996 -2.27965
H -3.61938 -2.53687 -2.42331
H -0.42739 0.66407 -2.80179
H 1.53337 1.94497 0.08354
H 1.13718 2.24644 -1.62593
H 3.22136 -1.67980 -0.59038
H 1.61550 -1.19955 -0.00800
H 4.33725 -0.16762 0.98530
H 2.78897 0.58368 1.43153

Atoms 1-2, force components in eV/Å:
C 0.20 0.07 0.09
C -0.02 -0.28 -0.35

As for the spin multiplicity: 1. The total energy comes out at -32283.52507 eV. Its SMILES is CCCOc1ccc(C(C)=O)cc1CSCCC#N.


Below is a molecular structure, C40H45AsBrCrOS3, with properties calculated with ωB97M-V/def2-TZVPD.

CARTESIAN COORDINATES (ANGSTROEM)
Cr 0.11777 0.42123 -0.20076
C 3.85269 -0.32748 6.72906
C 2.41137 -0.84505 6.62710
C 1.53276 0.01198 7.53770
C 2.35920 -2.29244 7.13497
C 1.94709 -0.79368 5.17394
C 0.86200 -0.04475 4.74764
C 0.49685 -0.06245 3.41580
Br -1.00120 1.00269 2.91285
C 1.15533 -0.80318 2.41340
O 0.71546 -0.84152 1.18882
C 2.30750 -1.52032 2.84663
C 2.63261 -1.50858 4.19568
C 3.21860 -2.34710 1.92136
C 2.99252 -3.83678 2.21995
C 4.68863 -1.99104 2.20423
C 3.00813 -2.12975 0.42014
H 4.19925 -0.35955 7.76566
H 3.91416 0.70256 6.37415
H 4.53403 -0.92782 6.12581
H 1.89845 -0.05084 8.56506
H 0.49593 -0.32812 7.52783
H 1.55158 1.06086 7.23797
H 2.68944 -2.34606 8.17606
H 3.00243 -2.94365 6.54231
H 1.34137 -2.68212 7.07344
H 0.28310 0.55825 5.43187
H 3.49116 -2.09109 4.50875
H 3.20547 -4.07452 3.26406
H 3.63789 -4.45332 1.58797
H 1.95352 -4.10850 2.01880
H 4.98943 -2.20729 3.22975
H 4.86097 -0.93049 2.01494
H 5.33833 -2.56685 1.54045
H 2.03318 -2.47524 0.09232
H 3.77644 -2.69447 -0.11737
H 3.09279 -1.07970 0.14109
S 1.81826 2.03061 0.09724
C 1.61460 3.11053 -1.27719
C 2.49452 4.18870 -1.42145
C 2.38796 5.08308 -2.47183
C 1.38191 4.91666 -3.41744
C 0.50316 3.85451 -3.29231
C 0.60138 2.94238 -2.23925
S -0.55522 1.61156 -2.15923
H 3.27432 4.31148 -0.67920
H 3.08666 5.90748 -2.55128
H 1.28230 5.60817 -4.24549
H -0.28648 3.71144 -4.02089
C 0.60703 -3.78217 -2.13447
S 0.30847 -2.00638 -2.13646
C -0.27484 -1.78828 -3.82061
H -0.29770 -4.33250 -2.39919
H 0.90927 -4.05906 -1.12487
H 1.41204 -4.04579 -2.82125
H 0.50567 -2.04795 -4.53593
H -0.51390 -0.72952 -3.91478
H -1.17126 -2.38262 -4.00106
C -3.12627 -3.69251 3.14657
C -4.10661 -2.73753 2.91942
C -3.94372 -1.79280 1.91551
C -2.80013 -1.80137 1.12675
C -1.80797 -2.74872 1.37349
C -1.97371 -3.69544 2.37301
As -2.38144 -0.46413 -0.21895
C -3.11126 -1.27828 -1.83302
C -3.33784 -2.64706 -1.92964
C -3.77689 -3.20212 -3.12392
C -3.98415 -2.39383 -4.23349
C -3.74770 -1.02969 -4.14416
C -3.31203 -0.47252 -2.94994
C -3.71407 0.91917 0.05285
C -5.07958 0.67456 -0.07270
C -5.99266 1.70320 0.10053
C -5.54430 2.98588 0.39102
C -4.18541 3.23805 0.49947
C -3.26971 2.20772 0.32756
H -3.25135 -4.42129 3.93748
H -4.99712 -2.71685 3.53505
H -4.70402 -1.03669 1.76549
H -0.88261 -2.71077 0.80828
H -1.19012 -4.41770 2.56495
H -3.17985 -3.28573 -1.06848
H -3.95735 -4.26849 -3.18638
H -4.32259 -2.82723 -5.16639
H -3.89417 -0.39387 -5.00838
H -3.10613 0.59022 -2.89351
H -5.42913 -0.32201 -0.32055
H -7.05325 1.50660 0.00215
H -6.25683 3.79086 0.52193
H -3.83031 4.23916 0.70688
H -2.20565 2.41177 0.38188

Atoms 1-2, force components in eV/Å:
Cr -0.03 0.25 -0.10
C -0.01 0.01 0.00

As for the spin multiplicity: 5. The expectation value of S² is 6.03. Its charge is -1. The total energy comes out at -236071.29767 eV.